Entry 1:
{
  "formula": "C50H54BrClCoN6OPTe",
  "method": "ωB97M-V/def2-TZVPD",
  "homo_lumo_gap_ev": [5.335, 5.873],
  "multiplicity": 3,
  "species": ["Co", "Br", "C", "C", "C", "C", "C", "C", "N", "C", "C", "C", "C", "C", "C", "N", "H", "H", "H", "H", "H", "H", "H", "H", "H", "C", "C", "C", "C", "C", "C", "Te", "N", "C", "O", "C", "C", "C", "C", "C", "C", "C", "C", "C", "C", "C", "C", "C", "C", "C", "C", "C", "C", "H", "H", "H", "H", "H", "H", "H", "H", "H", "H", "H", "H", "H", "H", "H", "H", "H", "H", "H", "H", "H", "H", "H", "H", "H", "H", "H", "Cl", "C", "C", "C", "C", "C", "C", "C", "H", "H", "H", "H", "H", "H", "C", "N", "C", "N", "C", "N", "C", "P", "C", "C", "H", "H", "H", "H", "H", "H", "H", "H", "H", "H", "H", "H"],
  "positions_angstrom": [[0.9068, 0.2319, 1.1813], [5.7572, 0.3764, -4.1040], [4.8250, 0.4847, -2.4422], [3.4532, 0.2661, -2.4092], [2.7919, 0.3530, -1.2073], [3.4830, 0.6191, -0.0075], [4.8674, 0.8561, -0.0793], [5.5271, 0.7845, -1.2844], [2.7587, 0.6029, 1.1448], [3.2864, 0.6728, 2.3643], [2.3700, 0.6893, 3.4175], [2.7251, 0.7773, 4.7813], [1.7437, 0.8250, 5.7304], [0.4051, 0.8505, 5.3150], [0.1200, 0.7630, 3.9688], [1.0553, 0.6182, 3.0397], [2.9261, 0.0218, -3.3199], [1.7163, 0.1798, -1.1653], [5.4220, 1.0940, 0.8140], [6.5909, 0.9586, -1.3306], [4.3500, 0.7060, 2.5477], [3.7738, 0.7977, 5.0346], [1.9863, 0.8484, 6.7821], [-0.3940, 0.9157, 6.0345], [-0.9086, 0.7785, 3.6393], [-4.5964, 4.6870, -5.0812], [-4.1170, 3.7468, -4.0182], [-4.4493, 2.4013, -4.0413], [-3.9919, 1.5256, -3.0660], [-4.3852, 0.0818, -3.1266], [-3.1763, 2.0076, -2.0426], [-2.4654, 0.5766, -0.4977], [-0.8792, -0.2371, 1.1018], [-1.3064, -1.0781, 1.9949], [-0.5108, -1.8123, 2.6464], [-2.7563, -1.1896, 2.3235], [-3.5230, -0.0403, 2.4787], [-4.8475, -0.1413, 2.8607], [-5.4177, -1.3846, 3.0774], [-4.6479, -2.5295, 2.9464], [-3.3185, -2.4350, 2.5798], [-1.4443, -0.6493, -1.9216], [-0.5608, -0.1444, -2.8778], [-0.3406, 1.3219, -3.0831], [0.1131, -1.0257, -3.7156], [-0.0662, -2.3943, -3.6303], [0.6615, -3.3349, -4.5371], [-0.9804, -2.8747, -2.7047], [-1.6823, -2.0261, -1.8614], [-2.7141, -2.6170, -0.9507], [-2.8506, 3.3616, -1.9935], [-1.9933, 3.9481, -0.9132], [-3.3182, 4.2125, -2.9858], [-5.4059, 4.2461, -5.6576], [-3.7770, 4.9219, -5.7609], [-4.9422, 5.6192, -4.6380], [-5.0879, 2.0222, -4.8292], [-5.1756, -0.0756, -3.8569], [-4.7357, -0.2522, -2.1475], [-3.5286, -0.5328, -3.4046], [-3.0619, 0.9313, 2.3450], [-5.4295, 0.7560, 2.9966], [-6.4587, -1.4593, 3.3579], [-5.0839, -3.4971, 3.1449], [-2.6989, -3.3175, 2.5002], [-0.2422, 1.8485, -2.1345], [-1.1912, 1.7537, -3.6116], [0.5514, 1.4978, -3.6815], [0.7810, -0.6257, -4.4661], [1.4862, -2.8315, -5.0340], [-0.0178, -3.7214, -5.2971], [1.0463, -4.1820, -3.9737], [-1.1623, -3.9392, -2.6555], [-2.6103, -3.6984, -0.9075], [-3.7155, -2.3891, -1.3202], [-2.6268, -2.2179, 0.0566], [-1.9850, 3.3052, -0.0357], [-2.3647, 4.9267, -0.6208], [-0.9683, 4.0784, -1.2620], [-3.0568, 5.2614, -2.9456], [3.6346, 6.9763, 1.9646], [2.7114, 5.5435, 1.6555], [2.9757, 4.7861, 0.5244], [2.2054, 3.6722, 0.2556], [1.1906, 3.2641, 1.1296], [0.3437, 2.1095, 0.8467], [0.9631, 4.0399, 2.2728], [1.6997, 5.1770, 2.5301], [3.7687, 5.0870, -0.1432], [2.3880, 3.1011, -0.6455], [0.1740, 1.9997, -0.2315], [-0.6057, 2.2119, 1.3772], [0.1825, 3.7417, 2.9590], [1.4902, 5.7935, 3.3895], [2.2627, -4.8262, -0.0076], [3.3142, -3.9381, 0.4474], [3.6089, -4.2698, 1.8294], [2.4545, -4.1576, 2.7033], [1.3775, -4.9902, 2.1902], [1.0566, -4.7405, 0.7932], [0.3895, -3.4725, 0.6137], [1.3738, -2.0360, 1.2948], [2.9287, -2.5428, 0.3129], [2.0356, -2.7837, 2.8678], [2.6377, -5.8536, 0.0470], [2.0241, -4.5888, -1.0485], [4.4029, -3.6117, 2.1969], [3.9618, -5.3074, 1.8662], [0.4838, -4.8054, 2.7925], [1.6872, -6.0380, 2.2874], [-0.5891, -3.5220, 1.0942], [0.2423, -3.2992, -0.4601], [3.7762, -1.9393, 0.6602], [2.7793, -2.3278, -0.7525], [1.2616, -2.7200, 3.6360], [2.9005, -2.1858, 3.1815]],
  "forces_ev_per_a": [[0.09, -0.27, -1.60], [-0.19, 0.02, 0.33], [-0.02, -0.05, -0.20], [0.46, 0.08, -0.32], [-0.07, 0.04, 0.79], [1.31, -0.02, -2.07], [-0.74, -0.12, 0.25], [0.18, 0.01, -0.33], [0.28, 0.09, 3.33], [0.19, -0.07, -3.16], [-1.99, 0.12, 2.15], [0.34, -0.03, -1.10], [-0.78, 0.01, 0.14], [0.64, 0.07, 0.15], [-0.11, -0.04, 0.34], [1.47, 0.04, 1.64], [-0.09, 0.02, 0.00], [0.13, -0.01, -0.01], [0.12, 0.05, 0.06], [0.08, 0.03, -0.01], [0.15, 0.09, -0.01], [0.11, 0.02, 0.13], [0.05, 0.05, 0.06], [-0.12, 0.01, 0.06], [-0.04, -0.10, -0.19], [0.06, -0.02, -0.01], [0.02, 0.02, 0.01], [0.02, 0.07, 0.01], [-0.02, -0.15, 0.10], [-0.09, -0.05, -0.06], [0.12, -0.11, 0.28], [-0.15, 0.08, -0.78], [-0.69, 0.08, -0.61], [-0.40, -0.19, 0.23], [-0.49, -0.32, 0.50], [-0.09, 0.09, 0.26], [0.06, -0.17, 0.24], [-0.12, 0.08, 0.01], [-0.07, 0.06, 0.01], [-0.06, -0.12, -0.03], [0.05, 0.13, 0.03], [0.05, 0.12, 0.21], [-0.01, 0.21, 0.07], [0.05, 0.10, -0.06], [-0.04, -0.10, 0.04], [-0.09, 0.06, 0.04], [-0.05, -0.01, -0.02], [0.02, 0.11, -0.13], [-0.07, -0.08, 0.02], [0.07, -0.05, 0.05], [0.06, 0.05, 0.14], [-0.07, -0.06, 0.09], [-0.12, -0.20, -0.06], [-0.06, 0.03, -0.07], [-0.02, 0.07, -0.10], [-0.05, 0.07, -0.05], [-0.05, -0.03, -0.06], [-0.06, -0.03, -0.04], [-0.02, -0.10, -0.07], [-0.04, -0.12, -0.02], [-0.02, 0.00, -0.02], [-0.14, 0.11, 0.01], [-0.05, -0.01, 0.05], [-0.05, -0.10, -0.01], [0.04, -0.04, 0.01], [-0.01, 0.09, -0.04], [0.04, 0.09, 0.00], [0.09, 0.02, 0.01], [0.12, 0.07, -0.07], [0.10, -0.04, -0.08], [0.03, -0.06, -0.08], [0.09, -0.11, -0.02], [-0.04, -0.15, 0.08], [0.01, -0.10, 0.03], [-0.07, 0.05, 0.07], [-0.10, -0.12, -0.02], [0.15, 0.15, 0.03], [-0.02, 0.13, 0.03], [0.12, -0.05, 0.09], [0.02, 0.13, 0.03], [0.17, 0.22, 0.06], [-0.18, -0.21, -0.02], [0.04, 0.18, 0.07], [-0.03, -0.06, 0.22], [0.03, 0.19, -0.03], [-0.12, -0.10, -0.51], [0.15, -0.20, -0.14], [0.28, 0.18, -0.07], [0.05, 0.04, -0.09], [0.01, 0.00, -0.06], [-0.20, 0.22, 0.13], [-0.02, -0.12, -0.17], [-0.12, 0.02, 0.05], [0.00, 0.05, 0.14], [0.08, -0.18, -0.15], [0.36, -0.35, -0.08], [0.15, -0.13, 0.05], [0.26, -0.22, 0.27], [0.00, -0.22, 0.09], [-0.07, -0.35, -0.14], [-0.40, 0.52, -0.12], [0.70, -0.47, -0.37], [-0.23, 0.47, 0.03], [-0.28, 0.57, 0.11], [-0.01, 0.05, -0.05], [-0.04, -0.05, 0.03], [-0.04, -0.06, 0.00], [0.02, 0.12, -0.02], [0.04, -0.14, -0.02], [-0.09, 0.11, 0.02], [0.09, 0.13, -0.08], [-0.01, 0.03, 0.19], [-0.06, 0.06, -0.12], [0.03, 0.04, 0.10], [0.15, 0.06, -0.08], [-0.08, -0.04, 0.07]],
  "lowdin_charge": [0.21, 0.73, -0.66, -0.11, -0.03, -0.29, 0.00, -0.12, 0.00, -0.02, -0.23, 0.00, -0.05, -0.02, -0.09, 0.05, 0.09, 0.10, 0.11, 0.10, 0.13, 0.12, 0.11, 0.11, 0.11, -0.05, -0.27, -0.01, -0.31, -0.07, -0.35, 1.73, -0.16, -0.67, -0.16, -0.21, -0.12, -0.08, -0.09, -0.07, -0.03, -0.35, -0.29, -0.05, -0.02, -0.27, -0.04, -0.03, -0.32, -0.07, -0.32, -0.07, -0.02, 0.07, 0.08, 0.08, 0.11, 0.08, 0.06, 0.07, 0.08, 0.10, 0.10, 0.10, 0.12, 0.04, 0.09, 0.08, 0.11, 0.08, 0.09, 0.08, 0.12, 0.09, 0.08, 0.02, 0.02, 0.08, 0.09, 0.12, 0.64, -0.69, -0.11, -0.05, -0.29, -0.19, -0.04, -0.11, 0.10, 0.11, 0.02, 0.04, 0.11, 0.10, -0.20, -0.15, -0.20, -0.15, -0.18, -0.14, -0.26, 1.09, -0.28, -0.28, 0.13, 0.12, 0.13, 0.13, 0.13, 0.13, 0.08, 0.08, 0.08, 0.09, 0.09, 0.09]
}

---

Entry 2:
{
  "formula": "C10H14O3PS",
  "method": "ωB97M-V/def2-TZVPD",
  "charge": -1,
  "homo_lumo_gap_ev": [6.864, 6.861],
  "smiles": "CCCCP=C1C=CC(S(=O)(=O)[O-])C=C1",
  "de_lowest_ev": 1.315,
  "species": ["C", "C", "C", "C", "P", "C", "C", "C", "C", "S", "O", "O", "O", "C", "C", "H", "H", "H", "H", "H", "H", "H", "H", "H", "H", "H", "H", "H", "H"],
  "positions_angstrom": [[2.8843, 2.0276, 0.0318], [2.1211, 0.9943, 0.8359], [1.5024, -0.1147, -0.0469], [1.2135, -1.2906, 0.8587], [0.0391, -2.5530, 0.1748], [-1.5604, -1.7898, 0.1256], [-1.8334, -0.4429, 0.4575], [-2.9135, 0.1584, -0.0778], [-3.9318, -0.5430, -0.8714], [-5.4521, 0.1449, 0.1478], [-5.0775, 0.1441, 1.5517], [-5.6199, 1.5480, -0.4066], [-6.4981, -0.7463, -0.1710], [-3.7955, -1.9609, -0.7956], [-2.6435, -2.5946, -0.4203], [2.2012, 2.9654, -0.1997], [3.7288, 2.4760, 0.5700], [3.2872, 1.6390, -0.9507], [1.4022, 1.6737, 1.3499], [2.7475, 0.5425, 1.5037], [0.5570, 0.1581, -0.6640], [2.1692, -0.3024, -0.8781], [2.0804, -1.8014, 1.2503], [0.6042, -1.0588, 1.7589], [-1.0556, 0.0047, 1.0169], [-3.0853, 1.2301, -0.0838], [-4.1427, -0.0802, -1.8625], [-4.7037, -2.5965, -1.2063], [-2.8215, -3.6687, -0.5166]],
  "forces_ev_per_a": [[-0.18, 2.16, -1.71], [-2.05, 2.30, -2.52], [-1.57, 1.19, -0.06], [-1.94, -0.59, 0.20], [-1.53, -0.38, -0.51], [2.49, -2.64, -0.25], [-0.93, 0.21, -0.73], [1.22, 0.82, -0.85], [-0.83, 2.19, 1.39], [0.75, 3.84, -0.45], [0.41, -0.16, -0.22], [0.64, -2.67, 0.76], [-2.04, -1.79, -0.89], [-0.96, -3.03, -1.44], [-2.85, 0.77, -0.35], [1.25, -1.94, 0.12], [-0.07, -0.25, 0.03], [-0.43, 0.40, 0.98], [-0.04, -1.35, 0.21], [1.57, -1.20, 1.98], [1.25, 0.02, 1.49], [0.65, -0.65, 0.11], [0.45, -0.13, -0.15], [0.69, 0.78, -0.24], [0.25, 1.09, 0.51], [0.25, 0.01, 0.57], [0.15, -0.44, 0.64], [1.98, 1.31, 0.96], [1.42, 0.10, 0.41]],
  "lowdin_charge": [-0.15, -0.28, -0.29, -0.52, 0.91, -0.52, -0.12, -0.09, -0.32, 0.44, -0.35, -0.41, -0.35, -0.11, -0.15, 0.10, 0.05, 0.07, 0.12, 0.06, 0.13, 0.09, 0.05, 0.06, 0.08, 0.11, 0.15, 0.15, 0.10]
}

---

Entry 3:
{
  "formula": "C8H12O3",
  "method": "ωB97M-V/def2-TZVPD",
  "homo_lumo_gap_ev": [7.188, 7.659],
  "de_lowest_ev": 5.342,
  "species": ["C", "C", "C", "C", "C", "C", "C", "C", "O", "O", "O", "H", "H", "H", "H", "H", "H", "H", "H", "H", "H", "H", "H"],
  "positions_angstrom": [[2.9503, -0.0238, 0.2412], [2.6485, -1.2440, -0.2297], [1.9082, 0.7957, -0.2827], [1.0660, 0.0204, -1.0622], [-1.2173, -0.2626, 1.5189], [-1.9005, -1.6639, -0.6189], [-1.7754, 1.9551, -0.2833], [-1.6471, -0.3658, 0.0873], [1.5693, -1.1917, -1.1432], [1.7415, 2.1445, -0.0584], [-1.8301, 0.6720, -0.6475], [3.7042, 0.3036, 0.8606], [3.2278, -2.2008, -0.1931], [-0.2121, 0.0447, 1.7014], [-1.7329, 0.6307, 1.8592], [-1.5207, -1.2074, 1.9864], [-3.0313, -1.9075, -0.5570], [-1.3024, -2.4730, -0.2228], [-1.7542, -1.4603, -1.6977], [0.1564, 0.2688, -1.5369], [-1.3713, 2.1260, 0.7191], [-2.0813, 2.6451, -1.0046], [2.4046, 2.3942, 0.5640]],
  "forces_ev_per_a": [[-2.51, -0.15, -1.36], [0.53, -1.94, -1.79], [-1.29, 0.49, -0.71], [1.68, 2.67, 1.18], [-1.63, 0.12, -1.36], [-2.03, 0.99, -0.48], [0.95, -1.20, 1.78], [1.09, -1.45, 0.58], [1.60, -2.23, 1.95], [-0.52, -0.72, -0.55], [-0.96, 0.94, -0.44], [1.57, 0.29, 1.24], [-0.97, 1.08, -0.12], [1.25, -0.35, -0.16], [-0.80, -0.12, 0.89], [0.31, 0.56, 0.39], [1.60, -0.02, 0.13], [0.06, -0.20, -0.16], [0.26, -0.56, 0.47], [-0.38, 0.06, -0.60], [-0.22, 0.47, -0.74], [-0.24, 0.76, -0.80], [0.63, 0.51, 0.67]],
  "lowdin_charge": [0.00, -0.08, -0.30, -0.10, -0.01, -0.03, -0.01, -0.43, 0.00, 0.05, -0.10, 0.09, 0.14, 0.07, 0.06, 0.10, 0.11, 0.07, 0.09, 0.11, 0.06, 0.04, 0.08]
}

---

Entry 4:
{
  "formula": "C2H9N2O",
  "method": "ωB97M-V/def2-TZVPD",
  "charge": 2,
  "homo_lumo_gap_ev": [11.958, 7.115],
  "multiplicity": 2,
  "de_lowest_ev": 2.204,
  "species": ["C", "N", "H", "H", "H", "H", "H", "H", "C", "N", "O", "H", "H", "H"],
  "positions_angstrom": [[-1.0707, -0.1255, 2.2867], [-1.3065, 0.1007, 0.8294], [-0.2380, 0.5704, 2.4541], [-0.7426, -1.2021, 2.3950], [-2.0073, 0.0641, 2.8298], [-0.4959, 0.0052, 0.1569], [-2.1613, -0.4928, 0.5646], [-1.6616, 1.0076, 0.3614], [1.1992, 0.4787, -1.7772], [2.1204, -0.4231, -2.2217], [0.7555, 0.5724, -0.6039], [0.5716, 1.0253, -2.4243], [2.4655, -0.4521, -3.2081], [2.5717, -1.1287, -1.6427]],
  "forces_ev_per_a": [[1.10, 0.02, -0.20], [-3.16, -0.01, -3.70], [-0.43, -0.36, 1.09], [-0.40, 1.31, -0.07], [0.62, 0.13, -0.07], [-1.63, -1.32, 1.91], [1.78, 0.32, 0.01], [0.32, -0.59, 2.37], [3.49, -4.55, -1.05], [-1.82, 2.41, 0.17], [1.57, 0.45, -0.16], [-0.53, 1.40, -1.61], [-0.80, 0.48, 0.77], [-0.10, 0.31, 0.54]],
  "lowdin_charge": [0.00, 0.05, 0.11, 0.13, 0.12, 0.08, 0.20, 0.21, -0.06, 0.29, 0.29, 0.20, 0.20, 0.17]
}